ORCA calculation (wB97M-V/def2-TZVPD) on C22H24F10N6Ti as an isolated structure at a distorted geometry.

Last column: Mulliken charge in e.
CARTESIAN COORDINATES (ANGSTROEM)
Ti: 0.076730 -0.014741 -0.671939  -1.482
C: -0.227289 -2.422949 -2.718142  -1.392
N: -0.029332 -0.968127 -2.564854  0.681
C: -1.139128 -0.286583 -3.291264  -0.824
C: -1.555342 1.025313 -2.599382  -0.614
N: -1.546397 0.748043 -1.173730  0.694
C: -2.569581 1.057040 -0.333361  -0.357
C: -3.670868 1.919864 -0.518981  0.528
F: -3.830840 2.557085 -1.682557  -0.300
C: -4.587170 2.153635 0.503831  0.148
F: -5.606040 2.961440 0.287394  -0.244
C: -4.424974 1.577817 1.769989  0.455
F: -5.269616 1.857097 2.744981  -0.258
C: -3.350137 0.713766 1.991284  -0.533
F: -3.131064 0.144217 3.170051  -0.250
C: -2.489079 0.470039 0.940677  0.269
F: -1.403689 -0.406770 1.077157  0.322
C: 1.301103 -0.652172 -3.142062  -1.098
C: 1.712576 0.792629 -2.860515  -0.876
N: 1.357118 1.084345 -1.479445  0.794
C: 1.753111 2.239019 -0.869786  -0.144
C: 2.642654 3.230973 -1.340368  0.326
F: 3.180758 3.119639 -2.558551  -0.306
C: 2.982609 4.334600 -0.559187  0.186
F: 3.832200 5.223969 -1.030677  -0.242
C: 2.446597 4.513682 0.722986  0.596
F: 2.790140 5.549704 1.464826  -0.254
C: 1.538225 3.571711 1.207839  -0.222
F: 0.981125 3.686625 2.406969  -0.283
C: 1.223392 2.488676 0.407108  0.304
F: 0.299666 1.521472 0.841190  0.363
H: -0.266733 -2.691908 -3.780884  0.373
H: 0.599066 -2.985519 -2.279948  0.482
H: -1.162658 -2.738201 -2.252088  0.420
H: -0.883826 -0.116831 -4.344499  0.217
H: -2.010148 -0.949825 -3.256968  0.465
H: -0.866194 1.848972 -2.831916  0.062
H: -2.546585 1.311147 -2.964499  0.787
H: 2.037415 -1.316679 -2.670593  0.408
H: 1.312985 -0.844358 -4.223396  0.450
H: 2.790556 0.888212 -3.043961  0.646
H: 1.203960 1.479480 -3.550532  0.500
C: 2.243204 -0.151457 2.411565  -1.102
N: 1.232087 -1.186235 2.514665  0.320
C: 0.678807 -1.357159 3.845100  -1.191
C: 0.871561 -1.940485 1.473406  0.826
N: 1.009201 -1.460497 0.212260  0.035
N: 0.334153 -3.162766 1.650098  -0.016
C: -0.602255 -3.691032 0.678012  -0.973
C: 0.687334 -4.095413 2.704732  -1.200
H: 3.096220 -0.423099 3.041619  0.429
H: 1.853610 0.801248 2.776829  0.300
H: 2.583530 -0.044577 1.377647  0.298
H: 0.499004 -0.366953 4.268648  0.383
H: 1.355301 -1.895236 4.513212  0.338
H: -0.274452 -1.876941 3.792022  0.434
H: 1.172585 -2.256480 -0.408542  0.168
H: -0.123927 -4.337321 -0.064761  0.332
H: -1.131319 -2.870833 0.175711  0.139
H: -1.338811 -4.293945 1.209770  0.474
H: 1.576844 -3.766395 3.227417  0.407
H: 0.910688 -5.058983 2.245471  0.409
H: -0.128662 -4.240988 3.412922  0.395

Force components x, y, z for each atom (eV/Å):
-0.0543 0.2175 0.3779
-0.1659 -0.6203 0.0848
0.2055 -0.1136 -0.5706
-0.6804 0.6360 -0.2345
0.1076 0.1076 -0.8058
-0.2614 0.0189 -0.4803
-1.5694 0.2211 1.5618
0.4911 -0.3337 0.0218
-0.0688 -0.0482 0.1745
0.1826 -0.1552 0.2839
0.1015 -0.0348 0.0115
0.1882 -0.0709 -0.2825
0.1106 -0.0747 -0.1454
0.1304 -0.0367 -0.1583
-0.1441 0.0632 -0.0870
-0.0824 0.2602 -0.5520
-0.3060 0.4909 0.0224
0.8149 0.4080 -0.2353
0.0643 -0.2413 -0.6784
-0.0217 -0.5972 -0.8045
0.4902 1.7845 1.1538
-0.3671 -0.4267 0.1817
-0.0019 0.0983 0.2188
-0.1962 -0.0305 0.3516
-0.0611 -0.0791 -0.0051
-0.0600 -0.3224 -0.2785
-0.0689 -0.1587 -0.1686
-0.1243 -0.2475 -0.0625
0.1172 0.0519 -0.1327
0.4120 0.2373 -0.5935
0.4949 0.3423 -0.0196
-0.0142 0.1474 0.1264
-0.0232 0.1222 0.0101
0.0839 0.0985 -0.0235
0.0574 -0.1291 0.1688
0.2316 0.0515 -0.0098
-0.2197 -0.1436 0.0100
0.2373 -0.0646 0.0960
-0.2120 0.0702 -0.0849
-0.0619 -0.0601 0.2134
-0.2858 -0.0391 0.0980
0.1369 -0.0347 0.1248
0.5300 0.2754 -0.1540
-0.0988 -0.2424 -0.4930
-0.2511 -0.0817 0.4207
-0.1080 -0.5164 0.7090
0.2686 -1.2313 0.5596
0.0317 0.5853 -0.1385
-0.3809 0.0014 -0.3267
0.1745 -0.2156 0.3233
-0.0609 0.0424 -0.0913
-0.0406 -0.0854 -0.0503
-0.0390 -0.0418 0.2822
0.0334 -0.0640 -0.0523
-0.0292 0.0500 -0.0657
0.0319 -0.0231 0.0071
0.0930 0.2790 0.0011
0.0361 0.0466 0.0248
0.1223 -0.2995 0.1385
0.0033 0.0268 -0.0380
0.0617 0.0499 0.0614
0.0144 0.0173 -0.0116
0.0003 0.0619 0.0148

Values from the calculation:
- orbital gap (eV) = 6.9
- LUMO level (eV) = -7.26
- highest occupied orbital energy (eV) = -14.17
- charge = +2